A structure of composition C25H47Cl2IrNO3Si2 at a distorted geometry. Source: the OMol25 dataset; level of theory: ωB97M-V/def2-TZVPD.

Last column: Mulliken spin population.
Geometry (Å):
1 Ir 0.739 0.953 -0.629  2.437
2 Cl 4.694 6.037 2.182  0.027
3 Cl 4.102 3.921 -2.740  0.025
4 Si 2.608 -0.922 1.822  0.020
5 Si -1.891 1.611 -0.006  0.029
6 O 1.991 2.347 -1.471  0.340
7 O -3.869 -3.027 -0.912  0.000
8 O 0.345 -1.158 -1.666  0.068
9 N 1.352 2.273 1.085  -0.046
10 C -3.071 -3.672 1.220  0.001
11 C -1.234 3.390 -0.113  0.078
12 C 4.262 4.898 -0.214  -0.075
13 C -3.757 2.005 -0.007  0.041
14 C 2.431 4.050 2.996  0.042
15 C 0.907 2.276 2.355  0.021
16 C -1.857 0.470 1.523  0.017
17 C -4.018 -2.756 0.479  0.000
18 C 1.438 3.143 3.326  -0.022
19 C -4.767 -2.247 -1.690  0.000
20 C 2.293 -0.223 0.079  0.515
21 C 3.631 4.045 -1.112  0.129
22 C 3.915 0.162 2.627  0.008
23 C 3.904 4.944 1.139  0.144
24 C 2.885 4.095 1.664  -0.019
25 C 2.590 3.188 -0.660  0.073
26 C 2.275 3.196 0.729  -0.103
27 C 3.335 -2.648 1.590  0.015
28 C 0.458 -1.128 -3.109  -0.013
29 C -4.939 -2.873 -3.059  0.000
30 C 1.159 -1.115 2.993  0.010
31 C -0.604 -3.478 -1.821  0.006
32 C 0.354 -2.499 -1.146  0.012
33 C 1.838 -1.457 -3.644  0.003
34 C -1.446 0.870 -1.671  0.161
35 H -5.756 -2.182 -1.193  0.000
36 H -3.807 -1.688 0.699  -0.001
37 H -1.928 -0.108 -1.803  -0.029
38 H -1.910 3.997 -0.736  0.000
39 H -1.661 -3.198 -1.709  0.002
40 H 1.101 -0.280 3.700  0.001
41 H 0.192 -1.213 2.495  0.012
42 H -4.036 2.402 0.980  0.002
43 H -2.037 -3.555 0.876  0.000
44 H -0.304 -1.814 -3.507  -0.005
45 H 2.392 -1.071 -0.624  -0.015
46 H -5.064 -2.955 0.788  0.000
47 H -0.371 0.798 -2.053  0.034
48 H 2.591 -0.737 -3.309  0.000
49 H 2.170 -2.466 -3.405  0.000
50 H -3.385 -4.701 1.036  0.000
51 H 1.306 -2.033 3.584  0.000
52 H 3.659 -3.060 2.556  0.002
53 H 1.043 3.067 4.341  0.001
54 H 5.048 5.541 -0.591  0.000
55 H -3.986 -3.117 -3.540  0.000
56 H 2.597 -3.344 1.166  0.000
57 H -4.350 1.104 -0.202  -0.002
58 H -0.486 -4.450 -1.320  0.002
59 H 2.868 4.721 3.725  0.004
60 H 1.385 -2.889 -1.236  -0.005
61 H -0.876 -0.041 1.536  0.026
62 H 0.184 -0.122 -3.437  0.007
63 H -1.896 1.560 -2.409  0.022
64 H 3.553 1.169 2.867  0.001
65 H -4.366 -1.218 -1.778  0.000
66 H -2.600 -0.326 1.522  -0.014
67 H -5.524 -3.788 -2.956  0.000
68 H -3.996 2.767 -0.758  -0.001
69 H 0.102 1.583 2.598  -0.002
70 H -1.951 1.042 2.413  -0.001
71 H 3.229 0.364 -0.098  0.027
72 H 4.212 -2.649 0.927  0.001
73 H 4.268 -0.295 3.563  0.001
74 H -0.246 3.450 -0.601  -0.033
75 H 0.149 -2.426 -0.066  0.015
76 H -3.122 -3.482 2.299  0.000
77 H -5.487 -2.183 -3.697  0.000
78 H -0.361 -3.628 -2.882  0.000
79 H 1.783 -1.365 -4.732  0.000
80 H 4.787 0.273 1.965  0.000
81 H -1.160 3.872 0.866  0.008

Results
**Net charge**: +1
**E**: -2864.5944 Eh
**2S+1**: 5
**⟨S²⟩**: 6.052
**HOMO (spin up / spin down)**: -10.03 / -10.94 eV
**Orbital gap (spin up / spin down)**: 6.4711 / 5.4239 eV
**LUMO (spin up / spin down)**: -3.560 / -5.520 eV